C2H3AlO2 as an isolated structure at a distorted geometry. Source: the OMol25 dataset; level of theory: wB97M-V/def2-TZVPD.

XYZ file:
```
8
Properties=species:S:1:pos:R:3:forces:R:3:lowdin_charge:R:1
C -1.708 0.489 -0.759 4.618 3.352 0.391 0.1357
O -1.993 1.424 -1.431 -0.124 -3.674 1.934 0.3334
H -1.095 0.531 0.386 -2.809 0.696 -0.646 0.2178
H -0.581 -0.201 -0.794 -2.232 0.059 -1.928 0.1967
C 0.809 -0.470 0.600 0.964 -1.212 0.953 -0.1193
O 1.858 -1.077 0.163 -1.067 -0.773 0.290 -0.0619
Al 2.577 0.446 0.658 0.961 1.609 -0.186 1.1775
H 0.133 -1.143 1.176 -0.311 -0.057 -0.809 0.1202
```
Forces are in eV/Å.

The max |F| comes out at 0.11123 Eh/bohr. The calculation puts the energy at -12786.0657 eV. The net charge is +2.